7
Properties=species:S:1:pos:R:3 method="wB97M-V/def2-TZVPD" total_energy_ha=-1929.06280 de_lowest_kj_mol=10.5 total_charge=+2 homo_energy_ha="-0.743 / -0.743" orbital_gap_ev="6.38 / 6.38" e_lumo_ev="-13.8 / -13.8" molar_mass_g_mol=128.57
H -0.423 -1.343 -0.175
F 1.731 0.027 -0.982
O -0.083 -0.401 0.075
C 1.159 -0.079 0.097
H 1.612 0.237 1.049
O -1.050 0.364 -0.602
Cu -2.947 1.196 0.537